Computed, not measured: a structure of composition C22H35CuNO3P2S, with ωB97M-V with the def2-TZVPD basis set.

Structure (XYZ):
```
65
Properties=species:S:1:pos:R:3:forces:R:3:nbo_charge:R:1
P 0.35070 -1.33678 -3.88662 -0.710 -1.591 -3.393 0.92
P 1.28128 1.33805 -3.38786 -0.511 3.637 -2.447 0.78
C 0.66158 -0.35944 -5.48709 -0.133 -0.176 0.479 -0.69
C 1.60155 0.79235 -5.12383 0.447 -0.246 -0.426 -0.75
H -0.28987 -0.01994 -5.94261 0.401 -0.027 0.356 0.22
H 1.15085 -1.04147 -6.20516 -0.321 0.208 0.281 0.22
H 2.64830 0.45310 -5.12944 -0.235 -0.015 -0.293 0.23
H 1.47975 1.61038 -5.84887 0.335 -0.207 0.320 0.23
C 0.79772 3.10376 -4.08288 -0.707 -0.007 0.607 -0.86
H 0.48221 3.77476 -3.27478 0.004 -0.139 -0.068 0.23
H 0.01704 3.09738 -4.85958 0.269 -0.295 0.378 0.21
H 1.68887 3.55287 -4.54943 -0.130 -0.435 0.290 0.22
C 2.85569 2.10514 -2.82392 0.721 -0.109 -0.153 -0.98
H 3.30046 2.57211 -3.71311 0.213 -0.248 0.316 0.23
H 3.56130 1.37587 -2.37480 -0.006 0.543 -0.065 0.25
H 2.60464 2.89818 -2.09066 0.214 -0.593 -0.435 0.29
C -0.14527 -2.91503 -4.79639 -0.102 -0.141 -0.138 -0.94
H 0.14710 -3.77170 -4.17631 -0.263 0.113 -0.124 0.23
H 0.41894 -2.97916 -5.73906 -0.143 -0.100 0.300 0.22
H -1.21164 -2.99762 -5.03836 0.170 0.023 0.026 0.20
C 2.04856 -1.97840 -3.77050 1.149 0.105 -0.342 -0.96
H 2.69330 -1.40262 -3.06802 0.138 -0.869 -0.847 0.22
H 2.53937 -1.94009 -4.75285 -0.380 -0.363 -0.053 0.22
H 2.02834 -2.98754 -3.35776 0.073 0.189 -0.097 0.26
Cu 2.10652 -0.17659 -2.08560 -0.430 -0.324 3.163 0.79
C -2.15077 1.82061 -3.82177 2.126 -0.259 -0.020 -0.12
C -2.86722 1.05730 -4.79688 -0.302 0.128 -1.055 -0.25
C -4.35384 1.20043 -4.40916 -1.022 0.384 -0.456 -0.40
C -4.44709 -0.27574 -4.13184 -1.011 -0.627 0.551 -0.35
C -2.99484 -0.51995 -4.57767 1.336 0.891 -1.832 -0.38
C -2.29754 -1.06336 -3.46488 1.990 -0.493 1.524 0.25
C -1.98499 -0.25853 -2.27734 0.344 1.353 0.667 -0.57
C -2.05259 1.32498 -2.49213 -0.431 -1.814 2.692 -0.48
C 2.74650 -1.77429 -0.92055 0.780 -0.446 -0.084 -1.23
H -1.64998 2.74671 -3.93811 -0.137 0.683 -0.891 0.22
H -2.61690 1.37558 -5.82285 -0.242 -0.421 0.296 0.23
H -4.98696 1.50416 -5.23470 -0.177 0.299 0.032 0.22
H -4.50976 1.82162 -3.51442 -0.137 -0.084 -0.604 0.22
H -4.54667 -0.45524 -3.06820 -0.496 -0.387 0.092 0.22
H -5.15948 -0.84346 -4.72785 -0.059 -0.052 0.297 0.23
H -2.88916 -1.10994 -5.50439 -0.129 0.227 0.433 0.25
H -2.19992 -2.14662 -3.34969 -0.278 0.269 -0.036 0.22
H -0.97163 -0.51980 -1.89242 -1.213 0.142 0.180 0.34
H -2.70183 -0.51106 -1.46572 0.314 -0.124 -0.268 0.27
H -3.01513 1.56442 -2.00593 0.140 0.383 0.432 0.21
H -1.24054 1.77373 -1.88724 -0.540 -0.126 -0.337 0.26
H 3.76774 -1.67728 -0.49251 -0.465 0.296 -0.035 0.20
H 2.85153 -2.67241 -1.55866 -0.169 0.053 0.556 0.15
H 2.06170 -2.01890 -0.09056 0.143 0.217 -0.323 0.21
O -0.26782 -0.79208 0.34944 1.135 2.982 0.785 -0.67
C 0.38320 0.28704 0.58069 -1.209 -3.030 -2.414 0.62
N 1.20095 0.85619 -0.34248 -0.016 0.568 -0.160 -0.99
S 2.14922 2.03346 0.27073 -1.294 -0.570 0.752 2.30
O 3.52716 1.65055 0.14913 0.236 0.308 0.018 -0.93
O 1.76810 3.37761 -0.14214 0.319 -0.502 -0.334 -0.96
C 1.47180 1.87705 1.88677 0.379 1.351 0.624 -0.32
C 1.77310 2.75087 2.93409 -0.566 -0.717 0.340 -0.17
C 0.89232 2.71318 4.03253 0.102 -0.047 -0.317 -0.20
C -0.23687 1.85647 4.01116 0.323 0.400 0.007 -0.21
C -0.47539 0.98717 2.93047 -0.212 0.341 0.268 -0.19
C 0.37851 1.03008 1.83468 0.630 0.513 1.827 -0.07
H 2.65405 3.40849 2.88863 -0.589 -0.322 0.053 0.23
H 1.08806 3.38663 4.88517 -0.308 -0.506 -0.476 0.22
H -0.94813 1.93502 4.85036 0.431 -0.301 -0.525 0.22
H -1.35014 0.33929 2.89996 0.212 0.103 0.111 0.23
```
Forces are in eV/Å.

Electronic energy in eV: -105057.074
Frontier orbital gap (alpha / beta) in eV: 3.9 / 4.0
Energy above the lowest of the compared OMol25 structures with the same formula, charge and spin in kcal/mol: 106.0
HOMO energy (alpha / beta) in eV: -6.19 / -6.21
<S²>: 0.754
Multiplicity: 2